(1)
The following is a quantum chemistry calculation of an isolated molecule of C6H11NO in a non-equilibrium geometry, from the OMol25 dataset.

```
19
Properties=species:S:1:pos:R:3:forces:R:3
C -0.15288 0.08890 -0.44973 -0.6 2.0 -0.5
C -1.48718 0.88390 -0.31623 1.9 3.0 -0.6
H 1.95114 -3.07362 0.78802 0.9 1.0 0.4
H -1.08655 1.98769 -0.50424 -1.5 -1.8 0.6
N 2.65299 -1.22496 1.89416 0.2 -0.1 0.4
H 0.45552 0.78091 -1.03283 0.4 -0.7 -0.3
H -0.40259 -0.74862 -1.09126 0.7 -0.9 0.5
H -0.11603 -0.58689 1.51784 -0.9 -1.8 1.7
H 0.55336 1.00121 1.42898 0.2 -1.4 -0.9
H -1.67895 0.81780 0.71953 -1.1 0.1 1.2
H 3.29257 0.78277 0.12131 -1.2 -1.4 -0.2
C 0.54624 -0.05193 0.94191 0.2 3.0 -2.2
C -2.67132 0.52087 -1.21926 1.4 0.2 0.3
C 2.23508 -2.01673 1.01952 -1.7 0.4 -0.9
H -2.55460 -0.57791 -1.21539 -1.2 0.4 -0.7
O 2.72787 0.03563 -0.23725 0.3 0.8 0.9
C 1.91211 -0.59650 0.74925 1.6 -1.4 -0.1
H -3.62624 0.96271 -0.93183 0.0 -0.7 0.7
H -2.55054 1.01477 -2.18249 0.4 -0.7 -0.4
```
Forces are in eV/Å.

Energy above the lowest of the compared OMol25 structures with the same formula, charge and spin (kcal/mol): 87.0
Highest occupied orbital energy (eV): -9.50
Net charge: 0
Gap between HOMO and LUMO (eV): 10.468
Max |F| (hartree/bohr): 0.0729
SMILES string: CCCC[C@]1(O)C=N1

Results of the natural (NBO) charge analysis, in e, for atoms 1 through 2: C -0.3982; C -0.3786

=====

(2)
The following is a quantum chemistry calculation of a structure of composition C6H11NO in a non-equilibrium geometry, from the OMol25 dataset.

```
19
Properties=species:S:1:pos:R:3:forces:R:3
C 1.37974 -0.22892 1.30500 -2.1 -4.9 -2.7
C -0.73566 0.01625 -0.06158 3.6 0.0 -0.2
H 0.67757 1.54095 -1.58421 1.9 -0.1 0.9
C 1.00335 -0.02104 -0.15776 -4.8 0.5 2.2
C -1.65098 -1.14434 -0.14472 -1.6 1.8 1.4
H -1.72700 -1.66919 -1.01639 0.4 -2.0 -2.1
C 1.43810 1.33812 -0.73062 -0.7 -0.9 -1.1
C -2.69538 0.04363 -0.22717 0.7 -0.3 0.5
H 0.94527 0.45809 1.86229 -2.1 3.3 2.7
H 1.26808 2.18682 -0.01993 0.5 -1.0 -0.4
H 2.51722 1.13772 -1.00791 -1.2 1.0 -0.1
H 0.94136 -1.28326 1.63920 1.5 2.1 -0.6
H 0.58896 -1.30894 -1.49197 0.9 -0.2 0.2
H -3.52961 -0.00572 0.46556 0.0 0.4 0.2
O 1.31155 -1.21937 -0.83534 -0.7 0.8 -1.1
H 2.37808 -0.09651 1.34400 3.6 -0.3 0.7
H -1.73410 -1.73282 0.76904 0.1 -0.1 -0.2
H -3.04276 0.27474 -1.23427 -0.2 -0.3 0.0
N -1.55565 0.98378 0.05506 0.0 0.3 -0.2
```
Forces are in eV/Å.

Energy above the lowest of the compared OMol25 structures with the same formula, charge and spin (kcal/mol): 82.5
Highest occupied orbital energy (eV): -9.49
Net charge: 0
Gap between HOMO and LUMO (eV): 10.281
Max |F| (hartree/bohr): 0.1162

Results of the natural (NBO) charge analysis, in e, for atoms 1 through 2: C -0.6022; C 0.2666

=====

(3)
The following is a quantum chemistry calculation of an isolated molecule of C6H11NO in a non-equilibrium geometry, from the OMol25 dataset.

```
19
Properties=species:S:1:pos:R:3:forces:R:3
H 2.49988 1.33602 -1.24009 -0.3 -0.9 0.7
C 1.50033 1.07431 -1.60210 -0.1 1.0 -0.8
H -3.41936 -1.73063 1.31405 0.1 -0.1 0.0
C -2.35781 -1.61310 1.47300 1.8 0.1 1.1
H -1.85632 -1.43974 -0.51391 0.7 -0.2 0.2
O 0.91952 -1.74615 -0.08529 0.5 -1.5 -0.5
H 0.62269 2.86516 -0.28907 0.6 -0.4 -1.6
H -0.16926 0.96699 1.29714 0.9 0.1 -0.9
H 0.26569 -1.24949 1.86525 -0.3 -0.5 -1.3
H -0.16993 2.46392 -2.01461 0.2 0.5 0.8
C 0.00568 -1.09020 0.76697 1.5 1.3 0.2
C 0.51545 2.19565 -1.19408 -0.9 -0.7 -0.6
H 1.54141 0.53164 -2.59756 -0.3 1.3 1.0
C -1.44996 -1.49218 0.50788 -0.5 1.5 -0.5
N 0.29214 0.82544 -0.81598 1.2 -1.1 1.0
C 0.51434 0.40440 0.58638 -3.9 0.2 0.8
H 1.53913 0.46069 0.92276 0.3 0.0 0.0
H -1.91627 -1.55597 2.49803 -1.0 -0.2 -0.6
H 1.12265 -1.20677 -0.87879 -0.6 -0.4 0.9
```
Forces are in eV/Å.

Energy above the lowest of the compared OMol25 structures with the same formula, charge and spin (kcal/mol): 91.0
Highest occupied orbital energy (eV): -9.31
Net charge: 0
Gap between HOMO and LUMO (eV): 10.401
Max |F| (hartree/bohr): 0.0770
SMILES string: C=C[C@@H](O)CN1CC1

Results of the natural (NBO) charge analysis, in e, for atoms 1 through 2: H 0.2026; C -0.3070

=====

(4)
The following is a quantum chemistry calculation of an isolated molecule of C6H11NO in a non-equilibrium geometry, from the OMol25 dataset.

```
19
Properties=species:S:1:pos:R:3:forces:R:3
H 1.11158 -1.43560 -1.87339 1.9 -0.2 1.3
C 1.35942 -1.10856 -0.79837 -3.7 -3.3 -1.5
H -2.43809 -0.89966 -1.05109 3.2 -0.3 0.2
C -1.28435 -1.14050 -0.84741 0.0 0.2 0.1
H 2.27776 0.95507 0.86556 3.1 -1.5 -0.9
H 2.08147 -0.33875 -0.70534 1.3 -0.6 0.0
N 0.65804 1.06610 -0.81171 1.3 -1.1 -0.2
H -0.90991 -2.13507 -1.06826 -0.6 -0.3 0.1
H 1.39759 2.31493 0.81573 -1.6 -2.0 0.5
H -0.15692 1.59214 -0.77043 -1.4 2.3 0.3
C 0.38222 -0.02149 1.39782 -0.2 -1.4 1.1
H 0.83833 -1.16642 1.53512 -0.4 3.9 1.1
C 0.04077 -0.31171 -0.74881 1.6 2.2 -2.7
O -1.75537 0.71368 0.54955 -2.0 -3.3 3.5
H 1.32091 -2.00875 -0.06539 0.7 1.4 -1.5
C -0.73703 -0.38484 0.39947 -1.5 1.7 2.8
H -2.38300 0.15837 1.37693 2.7 3.0 -3.9
H -0.13852 0.64494 2.10073 0.5 -1.5 1.2
C 1.31154 1.15821 0.61819 -4.8 0.8 -1.4
```
Forces are in eV/Å.

Energy above the lowest of the compared OMol25 structures with the same formula, charge and spin (kcal/mol): 208.0
Highest occupied orbital energy (eV): -8.60
Net charge: 0
Gap between HOMO and LUMO (eV): 9.255
Max |F| (hartree/bohr): 0.1079
SMILES string: C[C@@]12C[C@@]1(O)CCN2

Results of the natural (NBO) charge analysis, in e, for atoms 1 through 2: H 0.2347; C -0.6257

=====

(5)
The following is a quantum chemistry calculation of an isolated molecule of C6H11NO in a non-equilibrium geometry, from the OMol25 dataset.

```
19
Properties=species:S:1:pos:R:3:forces:R:3
H 0.13309 1.00766 1.59709 0.0 -0.2 1.6
H 1.54206 -1.18948 -1.62228 1.4 -1.2 -0.8
H 1.32265 -1.97621 1.19443 -0.6 -1.8 1.2
H -1.49757 2.40399 0.02531 1.1 -1.5 0.5
H 2.10813 -0.32985 1.72391 -0.6 -2.2 -1.4
O -2.20454 -0.87375 -0.46988 0.0 -0.8 0.4
C 0.23663 0.99525 0.55207 2.4 -0.1 -0.9
H -0.21852 -1.36106 -1.48099 0.5 0.7 -0.4
C -1.03576 1.35293 -0.09990 -2.0 1.3 -1.5
H -3.10011 0.65941 0.42337 -2.2 1.5 0.5
H 2.58207 -1.29736 0.21241 0.6 -0.4 0.2
C 0.66723 -0.69232 -1.35193 -1.2 -0.2 0.5
H -0.80095 1.37994 -1.19882 -0.9 -0.5 0.7
H 1.09592 1.69024 0.33329 -0.9 0.3 0.1
C 1.74947 -1.09033 0.87219 1.4 4.2 0.7
N -1.90298 -0.89517 0.90266 0.8 -0.8 -0.4
H 0.65564 0.20460 -1.92575 -0.6 0.5 -1.1
C 0.81190 -0.31221 0.03997 -1.2 0.4 1.5
C -2.14436 0.32374 0.27284 2.1 0.8 -1.6
```
Forces are in eV/Å.

Energy above the lowest of the compared OMol25 structures with the same formula, charge and spin (kcal/mol): 148.5
Highest occupied orbital energy (spin up / spin down) (eV): -9.36 / -6.80
Net charge: 0
Gap between HOMO and LUMO (spin up / spin down) (eV): 10.285 / 6.917
Max |F| (hartree/bohr): 0.0870

Results of the natural (NBO) charge analysis, in e, for atoms 1 through 2: H 0.2163; H 0.2089

=====

(6)
The following is a quantum chemistry calculation of an isolated molecule of C6H11NO in a non-equilibrium geometry, from the OMol25 dataset.

```
19
Properties=species:S:1:pos:R:3:forces:R:3
H 1.81291 -2.00690 1.07948 -0.2 0.1 -0.3
H -0.81274 -2.32698 0.81589 0.3 2.5 0.0
H -1.72441 0.55828 0.69087 1.6 -0.3 -0.6
O 2.56187 0.12021 -0.41664 3.0 -0.4 -0.4
C -0.36986 -1.23423 0.96317 0.1 -1.6 -1.6
H 0.42226 2.84760 -0.19467 -1.2 1.7 -0.7
H -0.94287 -1.25966 -1.67595 -0.6 0.8 0.1
C 1.10028 -1.30496 0.65263 -0.4 -0.3 0.5
H 0.34604 0.68463 -1.51150 0.2 0.6 1.3
H -0.39253 -1.02748 1.99403 -0.7 0.3 1.5
H 0.59966 2.00552 1.32668 0.1 0.1 -0.6
H -2.34029 -1.19564 -0.67348 -1.5 -0.9 -0.1
N 1.49546 -0.28090 0.00605 -2.8 1.6 -1.3
C 0.84553 2.00830 0.24046 -0.9 -0.7 1.6
H -2.23889 0.08031 -1.99167 1.6 -0.9 2.3
C -0.92038 0.00249 0.09554 -1.5 -0.3 -0.1
C -1.65607 -0.55942 -1.16240 0.3 -0.1 -1.1
C 0.31389 0.74531 -0.38181 1.9 -1.8 -0.1
H 1.90014 2.14351 0.14330 0.7 -0.4 -0.3
```
Forces are in eV/Å.

Energy above the lowest of the compared OMol25 structures with the same formula, charge and spin (kcal/mol): 85.8
Highest occupied orbital energy (eV): -8.43
Net charge: 0
Gap between HOMO and LUMO (eV): 9.422
Max |F| (hartree/bohr): 0.0674
SMILES string: C[C@@H]1[C@@H](C)CC=[N+]1[O-]

Results of the natural (NBO) charge analysis, in e, for atoms 1 through 2: H 0.2164; H 0.2183